Computed, not measured: a structure of composition CH2N2O3S2, with ωB97M-V/def2-TZVPD.

Summary:
LUMO: 0.2 eV
relative energy (zero: lowest compared OMol25 entry of this formula, charge and spin): 1.222 eV
electronic energy: -1170.81718 a.u.

The geometry in ORCA input format:
```
! RIJCOSX wB97M-V def2-TZVPD def2/J DEFGRID3
* xyz 0 1
C -0.8309 -0.6045 0.7929
N -1.4102 0.3813 0.1837
N 0.8100 0.1851 0.7630
O -0.9567 -1.6827 1.1732
O 0.3171 2.4383 -0.5113
O 0.1706 0.2949 -1.8129
S 2.2120 -0.7718 0.5435
S 0.1919 0.9979 -0.5282
H -2.3729 0.2775 0.0947
H 1.8692 -1.5159 -0.6987
*
```